(1)
Formula: C27H28N2PdSi
Source: the Open Molecules 2025 dataset
Level of theory: ωB97M-V with the def2-TZVPD basis set

Its total energy is -42768.601 eV. For the energy relative to the best compared isomer or geometry (same formula, charge and spin), the calculation gives 47.0 kcal/mol. As for the LUMO energy (spin up / spin down): -6.0 / -9.6 eV.

```
! RIJCOSX wB97M-V def2-TZVPD def2/J DEFGRID3
* xyz 2 5
C -1.53585 -1.09716 0.37368
C -0.73936 -1.89321 -0.51370
C 0.48319 -2.22182 0.16272
H -1.04906 -2.26567 -1.48807
C 0.45011 -1.58727 1.45351
C -0.81847 -0.93630 1.58772
H -1.19219 -0.45729 2.49114
H -2.55120 -0.74030 0.19333
H 1.27689 -2.86128 -0.21741
H 1.21524 -1.63974 2.22432
Pd 0.54403 -0.01373 -0.15401
C 2.44957 0.47760 -0.98861
H 3.20263 -0.04128 -0.38820
H 2.50864 1.54401 -1.19872
H 1.91111 -0.11406 -1.74507
Si 4.33318 -0.17784 -2.58994
C 4.62116 -0.55654 -4.44822
C 3.93524 -1.73607 -4.80692
H 3.46627 -2.35190 -4.03366
C 3.74019 -2.08154 -6.14235
H 3.15899 -2.96426 -6.39383
C 4.27883 -1.27879 -7.14661
H 4.15480 -1.56562 -8.19073
C 4.95675 -0.10453 -6.80646
H 5.32557 0.54304 -7.60254
C 5.13683 0.26184 -5.46297
H 5.65364 1.19057 -5.21568
C 5.56448 -1.39048 -1.75447
C 6.47684 -2.21908 -2.43562
H 6.66052 -2.08948 -3.49738
C 7.17103 -3.25724 -1.79135
H 7.81133 -3.94419 -2.35186
C 7.07417 -3.42657 -0.40761
H 7.62969 -4.22059 0.11315
C 6.26508 -2.53572 0.30778
H 6.20686 -2.63714 1.39562
C 5.55517 -1.52348 -0.35265
H 4.98180 -0.82557 0.25205
H 2.92250 -0.22636 -3.06572
H 4.48672 1.15300 -1.89348
N -0.87312 1.01441 -1.51375
C -1.62348 2.03252 -0.81563
C -2.80358 2.55394 -1.29596
C -3.48669 3.51166 -0.52182
C -2.99861 3.92915 0.71048
C -1.80118 3.39622 1.24574
C -1.29191 3.68695 2.53473
C -0.18585 2.98290 2.99003
C 0.39429 1.99643 2.18920
N -0.05216 1.75466 0.96203
C -1.11582 2.43033 0.44014
H -1.47050 0.39395 -2.06297
H -0.20836 1.44462 -2.15630
H -3.19284 2.20381 -2.25256
H -4.42314 3.93157 -0.89657
H -3.53895 4.66669 1.30307
H -1.79527 4.44522 3.14483
H 0.26516 3.15409 3.95316
H 1.24396 1.40697 2.53611
*
```

Löwdin population analysis, charges in e, atoms 1 to 6:
1. C -0.1160
2. C -0.1173
3. C -0.1336
4. H 0.1269
5. C -0.1220
6. C -0.1050

***

(2)
Formula: C3H11NOS
Source: the Open Molecules 2025 dataset
Level of theory: ωB97M-V with the def2-TZVPD basis set

Its total energy is -17661.431 eV. For the energy relative to the best compared isomer or geometry (same formula, charge and spin), the calculation gives 22.8 kcal/mol. As for the LUMO energy: 0.8 eV.

```
! RIJCOSX wB97M-V def2-TZVPD def2/J DEFGRID3
* xyz 0 1
C 0.27387 -2.56395 1.51843
C 0.51384 -1.44140 0.47975
S 0.22077 -2.06018 -1.20692
H -0.81208 -2.70068 1.48756
H 0.76312 -3.49454 1.23911
H 0.54581 -2.29294 2.53571
H 1.55785 -1.14857 0.54979
H -0.20663 -0.66985 0.72478
H -0.48945 -1.01783 -1.65802
N -1.43761 2.00672 -0.84820
C -0.08717 2.39707 -0.92178
O 0.88794 1.64987 -0.14594
H -1.69823 1.03512 -0.72000
H -2.02469 2.44728 -0.14673
H 0.03840 3.46433 -0.72325
H 0.23336 2.24849 -1.94959
H 1.72091 2.14107 -0.21471
*
```

Löwdin population analysis, charges in e, atoms 1 to 6:
1. C -0.1855
2. C -0.6292
3. S 0.6900
4. H 0.0632
5. H 0.0578
6. H 0.0653

***

(3)
Formula: C2H10O3
Source: the Open Molecules 2025 dataset
Level of theory: ωB97M-V with the def2-TZVPD basis set

Its total energy is -8377.114 eV. For the energy relative to the best compared isomer or geometry (same formula, charge and spin), the calculation gives 33.2 kcal/mol. As for the LUMO energy: 0.6 eV.

```
! RIJCOSX wB97M-V def2-TZVPD def2/J DEFGRID3
* xyz 0 1
C 0.78038 2.05500 2.42076
O 1.42390 1.89264 1.14264
H 1.46905 2.28464 3.23384
H 0.28743 3.02126 2.52783
H 0.29463 1.13305 2.74035
H 0.81935 2.12594 0.43433
C -1.53256 -0.87202 -2.46710
O -2.05866 -0.58549 -1.19158
H -0.54459 -0.43136 -2.60067
H -1.46229 -1.95971 -2.45920
H -2.18367 -0.43911 -3.22653
H -2.98035 -0.32399 -1.25237
O 1.89030 -3.02416 0.22901
H 2.59841 -2.45081 0.52241
H 1.19866 -2.42589 -0.05372
*
```

Löwdin population analysis, charges in e, atoms 1 to 6:
1. C -0.1588
2. O -0.1268
3. H 0.0669
4. H 0.0746
5. H 0.0773
6. H 0.0667

***

(4)
Formula: C3H7N2O2
Source: the Open Molecules 2025 dataset
Level of theory: ωB97M-V with the def2-TZVPD basis set

Its total energy is -10286.681 eV. For the energy relative to the best compared isomer or geometry (same formula, charge and spin), the calculation gives 141.3 kcal/mol. As for the LUMO energy (spin up / spin down): -4.9 / -4.9 eV.

```
! RIJCOSX wB97M-V def2-TZVPD def2/J DEFGRID3
* xyz 1 1
C 0.80597 0.36145 0.67116
C 0.54184 -1.07555 0.44854
C -0.51971 0.07328 -1.16506
N -2.37319 0.39225 0.71048
N 0.49088 0.92102 -0.59725
O -2.97082 -0.57565 0.77507
O -0.27256 -1.14686 -0.76478
H 0.13911 0.76982 1.48503
H 1.95366 0.60399 0.91961
H 1.46036 -1.69744 0.32963
H 0.08733 -1.72189 1.31351
H -0.71411 0.17672 -2.22721
H 0.13713 1.92758 -0.68310
H 1.23410 0.99128 -1.21564
*
```

Löwdin population analysis, charges in e, atoms 1 to 6:
1. C -0.1399
2. C -0.1328
3. C -0.1827
4. N 0.1509
5. N 0.0504
6. O 0.0992

***

(5)
Formula: C36H65Br3F4N3O7S
Source: the Open Molecules 2025 dataset
Level of theory: ωB97M-V with the def2-TZVPD basis set

Its total energy is -288991.967 eV. As for the LUMO energy: -6.0 eV.

```
! RIJCOSX wB97M-V def2-TZVPD def2/J DEFGRID3
* xyz 1 1
C 1.10435 -0.36900 4.87643
C 1.53358 0.44920 3.52232
C 0.25384 1.01377 2.63473
Br -1.39393 1.38811 3.70050
C 0.81619 2.26789 1.74352
C 1.15004 3.78574 2.36213
S 0.85376 4.22067 4.15842
O 1.65310 5.55186 4.44484
O -0.64192 4.58097 4.46408
F 1.42789 3.07421 5.29504
N 1.69566 4.81811 1.40363
N 2.00754 4.73663 0.08046
C 1.75282 3.44420 -0.61181
C 2.11270 3.37772 -2.24398
C 3.20703 2.21877 -2.62348
C 4.51824 2.14634 -1.64311
F 4.23808 1.50144 -0.30636
Br 5.80929 0.85718 -2.55673
C 5.35439 3.56377 -1.50952
F 5.18192 4.15720 -0.16336
F 5.12532 4.49503 -2.64002
Br 7.32649 3.05392 -1.62425
C 1.13655 2.06760 0.11332
C 0.89567 0.65604 -0.68413
C 1.88048 -0.68867 -0.53166
C 1.44410 -1.97896 -1.42354
N 0.33406 -2.17677 -2.39807
C -0.58424 -1.01787 -2.58460
C -0.34505 0.35562 -1.74828
H 0.43202 -1.29174 4.60771
H 2.11406 -0.82536 5.32091
H 0.66864 0.31789 5.72721
H 2.35984 1.28878 3.71630
H 2.07827 -0.34078 2.81304
H -0.02460 0.12057 1.89316
H 1.86380 5.77147 1.85276
H 1.11473 3.24707 -2.88522
H 2.56783 4.43450 -2.53987
H 3.61521 2.48735 -3.71073
H 2.73112 1.13080 -2.73390
H 2.82255 -0.66963 0.19406
H 2.14329 -2.93674 -1.26557
H -1.48205 -1.13207 -3.35229
H -1.12683 1.23447 -1.92336
C -4.58306 1.49311 0.17330
C -3.85098 0.21002 0.53066
O -3.98602 -0.15825 1.90093
C -5.31249 -0.39755 2.36579
C -6.01960 -1.51940 1.62437
H -4.22908 2.32322 0.79796
H -4.41739 1.74748 -0.87848
H -5.66007 1.40522 0.32975
H -2.78128 0.35441 0.34837
H -4.16396 -0.61576 -0.11545
H -5.89639 0.52820 2.33259
H -5.23020 -0.67156 3.42418
H -6.13703 -1.29716 0.56108
H -7.01590 -1.68462 2.04484
H -5.44735 -2.44996 1.70255
C -7.01515 -6.07561 -1.66159
C -6.53351 -5.68839 -0.27304
O -7.11914 -4.48454 0.21614
C -8.53880 -4.47762 0.34804
C -9.06263 -5.54032 1.29912
H -6.81155 -5.26851 -2.37695
H -6.50913 -6.98471 -2.00198
H -8.09035 -6.26444 -1.68234
H -5.45276 -5.51863 -0.31162
H -6.69125 -6.50279 0.44054
H -9.00940 -4.56173 -0.63711
H -8.81371 -3.49011 0.73699
H -8.82345 -6.54995 0.95678
H -10.15014 -5.46586 1.39117
H -8.61752 -5.41791 2.29230
C 12.71595 0.39126 -2.66487
C 11.37135 0.04067 -2.04916
O 10.33952 0.96967 -2.37134
C 10.03541 1.12518 -3.75561
C 9.57714 -0.16099 -4.42196
H 13.03270 1.39349 -2.34894
H 13.47749 -0.33264 -2.35756
H 12.67709 0.39184 -3.75604
H 11.47214 0.04901 -0.95916
H 11.06527 -0.97393 -2.32159
H 10.89048 1.56098 -4.28284
H 9.22654 1.86258 -3.81900
H 10.34933 -0.93352 -4.39542
H 9.32236 0.02316 -5.46975
H 8.69507 -0.56286 -3.91208
C 2.32622 8.00248 -5.44186
C 1.25051 7.87734 -4.37548
O 1.67145 7.14546 -3.22715
C 2.78385 7.67535 -2.50976
C 2.54420 9.07565 -1.97123
H 2.66617 7.00922 -5.76197
H 1.93987 8.54090 -6.31320
H 3.20160 8.54324 -5.07656
H 0.39895 7.33499 -4.79861
H 0.87218 8.86049 -4.07954
H 3.68490 7.63921 -3.13092
H 2.96471 6.99931 -1.66578
H 2.36478 9.79709 -2.77191
H 3.41222 9.41728 -1.39979
H 1.66625 9.08879 -1.31660
C -6.92738 -8.81850 5.62323
C -5.43965 -8.76287 5.31739
O -5.14024 -8.88353 3.92911
C -5.68837 -7.88405 3.07268
C -5.22915 -6.47681 3.41484
H -7.36096 -9.75482 5.24918
H -7.09823 -8.75712 6.70279
H -7.47155 -7.99754 5.15201
H -4.94712 -9.60209 5.81884
H -4.98704 -7.85349 5.72419
H -6.78120 -7.95256 3.06448
H -5.35737 -8.12533 2.05569
H -5.53873 -6.17794 4.41913
H -5.64856 -5.75681 2.70604
H -4.13659 -6.41089 3.37640
*
```

Löwdin population analysis, charges in e, atoms 1 to 6:
1. C -0.1564
2. C -0.2685
3. C -0.6345
4. Br 0.7619
5. C 0.0019
6. C -0.0709